(1)
{
  "formula": "C2HFOZn",
  "method": "ωB97M-V with the def2-TZVPD basis set",
  "total_charge": 0,
  "e_tot_ha": -2031.06158,
  "de_lowest_kcal_mol": 0.0,
  "homo_lumo_gap_ev": 6.946,
  "lumo_energy_ev": -2.133,
  "elements": ["H", "O", "C", "C", "Zn", "F"],
  "positions_angstrom": [[0.77232, -2.71874, -0.17912], [1.23126, -1.79760, -0.25343], [-0.40133, -0.17541, 0.53049], [0.32145, -1.18933, 0.47447], [-0.54156, 1.40878, -0.46484], [-2.32372, 1.67624, -0.15434]]
}

***

(2)
{
  "formula": "C2HHgO4",
  "method": "ωB97M-V with the def2-TZVPD basis set",
  "total_charge": 0,
  "e_tot_ha": -531.14980,
  "de_lowest_kcal_mol": 2.2,
  "s_squared": 0.753,
  "spin_multiplicity": 2,
  "homo_lumo_gap_ev": [10.010, 6.717],
  "lumo_energy_ev": [0.037, -3.542],
  "elements": ["O", "C", "O", "C", "O", "O", "Hg", "H"],
  "positions_angstrom": [[1.79948, -0.44893, 0.77826], [0.78272, -1.07107, 0.91360], [-0.41534, -0.46476, 0.83792], [-0.78489, 0.26175, -0.30139], [-1.55604, 1.20494, -0.07282], [-0.08761, 0.15306, -1.32638], [-0.45640, 2.53188, -1.84923], [0.71809, -2.16688, 1.02004]]
}